(1)
{"formula": "C32H35BF41O7", "method": "wB97M-V/def2-TZVPD", "largest_force_ev_per_a": 1.0, "homo_lumo_gap_ev": 6.39, "e_homo_ev": -4.4311, "spin_multiplicity": 1, "charge": -1, "species": ["C", "C", "C", "B", "O", "C", "C", "C", "C", "F", "O", "H", "H", "H", "H", "H", "H", "H", "H", "H", "H", "H", "H", "H", "H", "H", "C", "C", "C", "F", "F", "F", "F", "O", "C", "C", "F", "F", "F", "F", "H", "H", "H", "H", "C", "C", "C", "F", "F", "F", "F", "O", "C", "C", "F", "F", "F", "F", "H", "H", "H", "H", "C", "C", "C", "F", "F", "F", "F", "O", "C", "C", "F", "F", "F", "F", "H", "H", "H", "H", "C", "C", "C", "F", "F", "F", "F", "O", "C", "C", "F", "F", "F", "F", "H", "H", "H", "H", "C", "C", "C", "F", "F", "F", "F", "O", "C", "C", "F", "F", "F", "F", "H", "H", "H", "H"], "positions_angstrom": [[0.84, 1.73, 4.96], [-0.30, 1.75, 3.94], [0.08, 1.14, 2.57], [0.85, -0.29, 2.68], [0.19, -1.15, 3.71], [0.61, -2.45, 3.34], [0.31, -2.42, 1.83], [0.92, -3.52, 0.97], [1.09, -4.85, 1.67], [2.17, -3.07, 0.54], [0.75, -1.15, 1.43], [0.53, 2.27, 5.87], [1.06, 0.70, 5.27], [1.74, 2.21, 4.58], [-1.15, 1.20, 4.36], [-0.58, 2.80, 3.79], [-0.86, 0.97, 2.02], [0.65, 1.89, 2.02], [2.07, -0.11, 2.91], [1.68, -2.53, 3.54], [0.00, -3.19, 3.86], [-0.80, -2.43, 1.78], [0.33, -3.63, 0.06], [2.04, -4.89, 2.20], [1.04, -5.68, 0.96], [0.29, -5.01, 2.40], [1.78, -0.82, -1.41], [0.62, 0.00, -1.98], [0.39, -0.06, -3.49], [1.44, 0.42, -4.19], [-0.69, 0.71, -3.81], [0.71, 1.29, -1.60], [-0.52, -0.52, -1.45], [3.00, -0.13, -1.17], [3.98, 0.04, -2.08], [4.26, 1.53, -2.35], [3.16, 2.14, -2.81], [5.23, 1.63, -3.28], [3.78, -0.63, -3.23], [5.13, -0.46, -1.53], [1.46, -1.12, -0.41], [1.94, -1.73, -1.99], [0.19, -1.09, -3.81], [4.59, 2.01, -1.43], [-4.77, 6.76, 5.99], [-5.22, 5.48, 5.28], [-4.71, 4.14, 5.84], [-3.37, 4.08, 5.78], [-5.22, 3.14, 5.09], [-4.96, 5.56, 3.96], [-6.58, 5.43, 5.44], [-3.66, 7.46, 5.43], [-2.38, 7.15, 5.79], [-1.55, 6.65, 4.59], [-2.15, 5.61, 3.99], [-0.34, 6.26, 5.05], [-2.33, 6.31, 6.83], [-1.78, 8.30, 6.19], [-5.60, 7.45, 5.87], [-4.63, 6.60, 7.06], [-5.03, 4.01, 6.88], [-1.42, 7.45, 3.86], [-4.46, -6.81, -0.37], [-5.13, -6.86, -1.75], [-4.27, -7.27, -2.95], [-3.27, -6.40, -3.16], [-5.05, -7.30, -4.05], [-5.77, -5.71, -2.01], [-6.07, -7.85, -1.66], [-4.03, -5.55, 0.10], [-2.78, -5.05, -0.16], [-2.86, -3.73, -0.94], [-3.54, -3.92, -2.09], [-1.61, -3.32, -1.25], [-2.01, -5.96, -0.80], [-2.20, -4.79, 1.02], [-5.25, -7.10, 0.32], [-3.67, -7.56, -0.29], [-3.85, -8.27, -2.80], [-3.36, -2.97, -0.35], [7.08, 0.03, 0.95], [7.49, -0.77, 2.19], [7.78, 0.00, 3.48], [8.82, 0.85, 3.31], [8.12, -0.88, 4.45], [8.54, -1.58, 1.89], [6.43, -1.56, 2.50], [8.08, 0.32, -0.01], [8.87, 1.42, 0.06], [10.36, 1.06, 0.17], [10.59, 0.31, 1.27], [11.09, 2.20, 0.27], [8.50, 2.28, 1.03], [8.75, 2.09, -1.12], [6.38, -0.61, 0.42], [6.52, 0.93, 1.22], [6.90, 0.56, 3.80], [10.68, 0.51, -0.71], [-3.78, 1.63, -6.07], [-4.64, 0.37, -5.93], [-4.03, -0.97, -6.36], [-3.73, -0.96, -7.67], [-4.93, -1.95, -6.14], [-5.83, 0.54, -6.54], [-4.87, 0.23, -4.59], [-4.00, 2.44, -7.22], [-3.34, 2.24, -8.40], [-4.32, 1.93, -9.54], [-5.05, 0.83, -9.27], [-3.60, 1.69, -10.67], [-2.38, 1.30, -8.30], [-2.74, 3.40, -8.73], [-4.09, 2.26, -5.24], [-2.72, 1.41, -5.93], [-3.12, -1.18, -5.78], [-4.98, 2.78, -9.70]]}

(2)
{"formula": "C32H35BIIrN2O4Si", "method": "wB97M-V/def2-TZVPD", "largest_force_ev_per_a": 1.8, "homo_lumo_gap_ev": 7.25, "e_above_lowest_ev": 1.207, "e_homo_ev": -7.9731, "spin_multiplicity": 1, "species": ["Ir", "C", "C", "N", "C", "C", "C", "O", "C", "C", "N", "C", "C", "C", "C", "C", "C", "I", "C", "O", "H", "H", "H", "H", "H", "H", "H", "H", "H", "H", "H", "H", "C", "Si", "C", "C", "C", "C", "C", "C", "C", "H", "H", "H", "H", "H", "H", "H", "H", "H", "H", "H", "C", "C", "C", "C", "C", "C", "C", "C", "O", "B", "O", "C", "C", "H", "H", "H", "H", "H", "H", "H", "H", "H", "H", "H", "H"], "positions_angstrom": [[0.30, 1.60, 0.43], [-1.82, 1.04, -3.57], [-0.36, 1.34, -3.72], [0.19, 1.34, -4.90], [1.51, 1.63, -5.01], [2.32, 1.91, -3.95], [3.78, 2.17, -4.20], [4.20, 3.47, -3.78], [1.75, 1.90, -2.64], [2.63, 2.16, -1.52], [2.35, 2.02, -0.27], [3.43, 2.11, 0.66], [4.74, 1.80, 0.30], [5.78, 1.88, 1.21], [5.53, 2.26, 2.52], [4.23, 2.54, 2.92], [3.20, 2.45, 1.99], [1.25, 2.73, 2.67], [0.39, 1.63, -2.52], [-0.33, 1.68, -1.44], [-2.24, 0.82, -4.55], [-2.35, 1.88, -3.12], [-1.96, 0.19, -2.90], [1.92, 1.61, -6.01], [3.99, 2.02, -5.26], [4.41, 1.47, -3.64], [3.61, 4.11, -4.18], [3.63, 2.50, -1.79], [4.95, 1.45, -0.71], [6.78, 1.63, 0.89], [6.34, 2.32, 3.24], [4.02, 2.80, 3.94], [-2.18, 2.05, 2.90], [-1.97, 1.71, 1.06], [-3.06, 0.22, 0.70], [-2.76, 3.20, 0.19], [-2.05, 4.19, -0.49], [-2.68, 5.27, -1.08], [-4.06, 5.39, -1.01], [-4.80, 4.43, -0.34], [-4.15, 3.35, 0.25], [-3.24, 2.09, 3.16], [-1.75, 3.02, 3.19], [-1.72, 1.27, 3.51], [-4.11, 0.42, 0.94], [-2.74, -0.63, 1.30], [-3.00, -0.07, -0.35], [-0.97, 4.11, -0.57], [-2.10, 6.02, -1.60], [-4.56, 6.23, -1.48], [-5.87, 4.51, -0.28], [-4.75, 2.61, 0.78], [-2.09, -6.59, 2.18], [-0.65, -6.06, 2.14], [0.24, -7.08, 1.42], [-0.15, -5.93, 3.58], [-0.62, -4.73, 1.40], [-1.01, -4.69, 0.05], [-1.03, -3.51, -0.69], [-0.64, -2.36, -0.05], [-0.57, -1.08, -0.54], [-0.13, -0.29, 0.55], [0.08, -1.11, 1.68], [-0.25, -2.38, 1.28], [-0.23, -3.54, 2.02], [-2.14, -7.53, 2.74], [-2.48, -6.78, 1.18], [-2.76, -5.87, 2.67], [0.25, -8.03, 1.96], [1.27, -6.72, 1.37], [-0.10, -7.27, 0.41], [-0.18, -6.90, 4.07], [-0.78, -5.25, 4.17], [0.87, -5.56, 3.62], [-1.32, -5.60, -0.43], [-1.33, -3.50, -1.73], [0.08, -3.50, 3.06]]}

(3)
{"formula": "C32H35BrCdFN9O3S2", "method": "wB97M-V/def2-TZVPD", "largest_force_ev_per_a": 0.4, "homo_lumo_gap_ev": 4.93, "e_above_lowest_ev": 2.113, "e_homo_ev": -6.4879, "spin_multiplicity": 1, "species": ["Cd", "C", "C", "N", "C", "S", "N", "N", "C", "C", "C", "C", "C", "C", "C", "N", "H", "H", "H", "H", "H", "H", "H", "H", "H", "H", "H", "H", "H", "C", "C", "N", "C", "C", "C", "O", "O", "C", "O", "C", "C", "C", "F", "C", "C", "C", "N", "C", "C", "N", "C", "C", "H", "H", "H", "H", "H", "H", "H", "H", "H", "H", "H", "H", "H", "H", "H", "H", "H", "H", "S", "C", "N", "Br", "C", "C", "C", "C", "N", "C", "H", "H", "H", "H"], "positions_angstrom": [[-0.52, -0.16, -0.42], [-1.76, 5.40, -3.00], [-0.43, 4.69, -2.80], [-0.25, 4.21, -1.44], [-0.65, 2.99, -0.97], [-1.16, 1.78, -2.09], [-0.63, 2.95, 0.36], [-0.79, 1.72, 0.90], [-1.10, 1.62, 2.13], [-1.32, 2.80, 3.03], [-1.26, 0.24, 2.67], [-1.51, 0.01, 4.02], [-1.67, -1.29, 4.47], [-1.60, -2.33, 3.57], [-1.35, -2.02, 2.24], [-1.18, -0.78, 1.81], [-1.85, 5.77, -4.03], [-1.85, 6.26, -2.32], [-2.59, 4.71, -2.81], [0.40, 5.36, -3.03], [-0.37, 3.83, -3.46], [-0.10, 4.88, -0.71], [-0.98, 3.69, 2.52], [-0.76, 2.69, 3.97], [-2.38, 2.91, 3.27], [-1.58, 0.84, 4.71], [-1.86, -1.48, 5.52], [-1.72, -3.36, 3.88], [-1.29, -2.80, 1.49], [-1.12, -7.94, -1.13], [-0.94, -7.10, -2.39], [-0.54, -5.72, -2.10], [-1.52, -4.79, -1.88], [-1.31, -3.46, -1.71], [-2.54, -2.62, -1.34], [-3.63, -3.19, -1.45], [-2.31, -1.45, -0.90], [0.02, -2.96, -1.88], [0.35, -1.77, -1.92], [1.08, -3.97, -1.96], [2.40, -3.54, -1.87], [3.41, -4.45, -1.85], [4.69, -4.02, -1.79], [3.15, -5.82, -1.86], [1.84, -6.26, -1.97], [0.79, -5.34, -2.04], [4.19, -6.79, -1.72], [5.42, -6.44, -1.03], [6.13, -7.76, -0.64], [5.10, -8.86, -0.76], [4.79, -9.09, -2.21], [4.46, -7.70, -2.83], [-1.37, -8.97, -1.39], [-1.94, -7.54, -0.52], [-0.22, -7.94, -0.52], [-1.86, -7.06, -2.95], [-0.19, -7.55, -3.04], [-2.54, -5.16, -1.82], [2.60, -2.48, -1.80], [1.64, -7.33, -1.93], [5.17, -5.86, -0.14], [6.11, -5.84, -1.63], [6.51, -7.75, 0.37], [6.94, -8.01, -1.32], [4.24, -8.45, -0.38], [5.35, -9.71, -0.27], [3.94, -9.78, -2.26], [5.65, -9.56, -2.68], [3.60, -7.77, -3.47], [5.31, -7.35, -3.43], [1.74, -2.34, 1.03], [3.13, -1.42, 1.15], [4.10, -0.77, 1.24], [5.22, 2.83, -0.10], [3.92, 1.94, -1.15], [4.06, 1.87, -2.52], [3.08, 1.21, -3.24], [2.01, 0.66, -2.57], [1.88, 0.73, -1.24], [2.83, 1.35, -0.54], [4.92, 2.33, -3.01], [3.14, 1.13, -4.32], [1.21, 0.16, -3.10], [2.73, 1.35, 0.54]]}